{"formula": "C3H7N2O", "method": "ωB97M-V/def2-TZVPD", "e_lumo_ha": [-0.168, -0.205], "e_tot_ha": -302.7917, "homo_energy_ev": [-13.83, -12.73], "charge": 1, "elements": ["N", "H", "H", "C", "C", "C", "H", "H", "H", "N", "H", "H", "O"], "positions_angstrom": [[-1.253, 0.488, -0.037], [1.465, -1.602, 0.067], [-2.210, 0.262, -0.294], [-1.058, 1.883, 0.219], [0.231, -1.637, 0.112], [-0.270, -0.329, -0.070], [-0.095, 2.084, 0.554], [0.034, -1.978, 1.169], [-1.280, 2.475, -0.645], [2.880, -1.267, -0.448], [-1.778, 2.265, 0.907], [0.075, -2.386, -0.751], [3.259, -0.258, -0.782]], "nbo_charge": [-0.478, 0.284, 0.431, -0.423, -0.825, 0.523, 0.234, 0.317, 0.235, 0.249, 0.241, 0.304, -0.091]}